No. 1
{
  "formula": "C5H16NO",
  "method": "ωB97M-V/def2-TZVPD",
  "elements": ["C", "C", "C", "C", "C", "N", "H", "H", "H", "H", "H", "H", "H", "H", "H", "H", "H", "H", "H", "H", "H", "H", "O"],
  "positions_angstrom": [[-1.1682, -0.4814, 0.9669], [-0.1311, -0.9518, 0.0566], [-0.0675, -0.2806, -1.3368], [-0.9509, -0.9946, -2.3629], [-0.2497, 1.2409, -1.2729], [2.6613, -0.0182, 2.0606], [-2.0706, -0.1031, 0.4889], [-0.6825, 0.7872, 1.6537], [-1.5138, -1.3142, 1.5940], [-0.4073, -2.0217, -0.0668], [0.9668, -0.4790, -1.6317], [-0.6495, -0.6105, -3.3362], [-2.0179, -0.8759, -2.1662], [-0.7282, -2.0618, -2.4083], [-0.0925, 1.7868, -2.1966], [0.3663, 1.5296, -0.4291], [-1.3129, 1.4307, -1.0944], [1.9145, 0.3597, 2.6246], [3.2964, 0.7497, 1.8815], [0.8679, -0.8976, 0.5524], [-0.9101, 2.3404, 2.0761], [3.1778, -0.7627, 2.5045], [-0.2982, 1.6279, 1.8420]],
  "mulliken_charge": [-0.418, -0.552, 0.612, -1.451, -1.403, -0.671, 0.375, 0.282, 0.405, 0.438, 0.252, 0.389, 0.326, 0.439, 0.421, 0.407, 0.300, 0.217, 0.237, 0.402, 0.298, 0.227, -0.532],
  "total_charge": 1,
  "homo_ev": -13.7,
  "gap_ha": 0.1972,
  "total_energy_ha": -329.6727
}

---

No. 2
{
  "formula": "C5H16NO",
  "method": "ωB97M-V/def2-TZVPD",
  "elements": ["C", "C", "C", "C", "C", "N", "H", "H", "H", "H", "H", "H", "H", "H", "H", "H", "H", "H", "H", "H", "H", "H", "O"],
  "positions_angstrom": [[-0.9668, -0.5421, 0.2994], [0.1038, 0.3804, -0.1622], [1.2306, 0.3696, 0.8324], [1.9796, -0.9380, 0.6213], [3.0474, -0.6085, -0.4912], [-2.1151, 0.3577, 0.7500], [-0.8001, -1.2967, 1.0037], [-1.3638, -1.3091, -0.5236], [0.4598, -0.0611, -1.1694], [-0.4407, 1.3111, -0.4497], [1.7911, 1.3416, 0.8433], [0.8932, 0.4125, 1.9101], [2.7176, -1.1009, 1.4248], [1.2274, -1.7259, 0.5452], [2.7106, -0.7627, -1.6081], [3.8028, -1.2453, -0.2250], [3.3312, 0.4939, -0.1616], [-1.8898, 0.6919, 1.8101], [-2.1633, 1.2020, 0.0494], [-2.8521, -0.1665, 0.9614], [-2.9852, 0.7550, -2.3719], [-4.1763, 1.4528, -2.1706], [-3.5418, 0.9883, -1.7180]],
  "mulliken_charge": [-0.785, -0.562, -0.609, -0.566, -0.947, -0.290, 0.501, 0.335, 0.160, 0.476, 0.360, 0.303, 0.330, 0.277, 0.271, 0.419, 0.221, 0.382, 0.409, 0.300, 0.289, 0.291, -0.563],
  "total_charge": 1,
  "homo_ev": -14.2,
  "gap_ha": 0.3975,
  "total_energy_ha": -329.7579
}

---

No. 3
{
  "formula": "C5H16NO",
  "method": "ωB97M-V/def2-TZVPD",
  "elements": ["C", "C", "C", "C", "C", "N", "H", "H", "H", "H", "H", "H", "H", "H", "H", "H", "H", "H", "H", "H", "H", "H", "O"],
  "positions_angstrom": [[-0.5927, -0.4090, 0.8386], [0.5544, -0.1041, -0.1937], [1.4757, -1.2763, -0.4274], [1.3319, 1.1975, 0.4734], [2.6936, 1.4456, -0.0261], [-1.5249, -1.4337, 0.2496], [-0.1978, -0.8309, 1.7533], [-1.0797, 0.5546, 0.9290], [0.0731, 0.3129, -1.0854], [0.9863, -2.2449, -0.2533], [2.2345, -1.3987, 0.3621], [1.9838, -1.2290, -1.3856], [1.4374, 0.9978, 1.5685], [0.6608, 2.0551, 0.4190], [3.3703, 0.5963, -0.0193], [3.2188, 2.1780, 0.6783], [2.7074, 2.0891, -0.9249], [-1.9778, -2.0099, 0.9688], [-1.0572, -1.9966, -0.4503], [-2.3369, -0.9594, -0.2322], [-3.7643, 0.9318, -0.1506], [-3.2946, 1.1793, -1.5278], [-3.1140, 0.6075, -0.7880]],
  "mulliken_spin": [0.000, 0.215, 0.048, 0.196, 0.112, 0.010, -0.001, 0.000, 0.016, 0.026, 0.026, 0.007, 0.108, -0.005, 0.011, 0.177, 0.054, 0.001, -0.001, 0.000, 0.000, 0.000, 0.001],
  "multiplicity": 2,
  "total_charge": 2,
  "homo_ev": [-19.6, -19.6],
  "gap_ha": [0.4827, 0.2036],
  "total_energy_ha": -329.3302
}

---

No. 4
{
  "formula": "C5H16NO2",
  "method": "ωB97M-V/def2-TZVPD",
  "elements": ["C", "C", "N", "C", "C", "C", "H", "H", "H", "H", "H", "H", "H", "H", "H", "H", "H", "H", "H", "H", "O", "H", "H", "O"],
  "positions_angstrom": [[-0.6257, 1.8503, -1.6691], [-0.9262, 0.5638, -0.8980], [-0.0510, -0.5650, -1.3244], [1.0486, -0.7638, -0.2451], [0.8993, 0.4361, 0.6684], [-0.6000, 0.7709, 0.5640], [-0.5146, 1.5985, -2.7316], [0.3287, 2.2865, -1.3915], [-1.4902, 2.5035, -1.6584], [-1.9681, 0.3138, -1.0305], [0.4629, -0.4496, -2.1945], [-0.5234, -1.4756, -1.4191], [0.7224, -1.6475, 0.2932], [1.9948, -0.8505, -0.7594], [1.1697, 0.2421, 1.7085], [1.5381, 1.2820, 0.4127], [-0.7896, 1.7874, 0.9012], [-1.1313, 0.1497, 1.2893], [-1.5102, -3.7319, -1.4755], [-1.6162, -3.3413, -0.0118], [-1.4634, -2.9674, -0.8884], [1.7380, -0.1093, 3.9775], [1.6308, 1.3518, 4.3239], [1.6764, 0.7654, 3.5588]],
  "mulliken_charge": [-1.387, 0.187, -0.026, -0.577, -0.087, -0.787, 0.398, 0.344, 0.377, 0.303, 0.413, 0.255, 0.272, 0.371, 0.002, 0.300, 0.387, 0.319, 0.310, 0.299, -0.646, 0.305, 0.296, -0.629],
  "total_charge": 1,
  "homo_ev": -14.7,
  "gap_ha": 0.4353,
  "total_energy_ha": -405.1174
}

---

No. 5
{
  "formula": "C5H16NO2",
  "method": "ωB97M-V/def2-TZVPD",
  "elements": ["C", "O", "C", "C", "C", "C", "N", "H", "H", "H", "H", "H", "H", "H", "H", "H", "H", "H", "H", "H", "H", "H", "H", "O"],
  "positions_angstrom": [[0.9282, -0.1124, 2.2885], [-0.5131, 2.3765, -1.2835], [-0.0149, -0.7444, 1.2729], [0.2410, -0.2745, -0.2686], [-0.7186, -0.7634, -1.2992], [-0.1626, -1.5094, -2.5106], [0.0707, -2.0676, 1.0167], [1.9785, -0.3445, 2.1248], [0.7828, 0.9441, 2.4796], [0.5695, -0.5880, 3.2172], [-1.0590, -0.4531, 1.5592], [0.2108, 0.9080, -0.2195], [1.2836, -0.5295, -0.4492], [-1.2681, -1.5379, -0.7311], [-1.4996, -0.0443, -1.5610], [-0.9593, -2.1240, -2.9247], [0.0611, -0.7530, -3.2682], [0.7542, -2.0891, -2.4024], [-0.4717, 2.3085, -0.2273], [0.4907, -2.7362, 1.6822], [-0.6003, 3.3261, -1.4274], [-0.2918, 2.9552, 1.6646], [0.8263, 1.6211, 0.1425], [-0.6386, 2.2319, 1.1244]],
  "mulliken_charge": [-1.415, -0.685, 0.629, -0.083, -0.467, -1.293, -0.165, 0.378, 0.350, 0.421, 0.367, -1.249, 0.739, 0.339, 0.470, 0.361, 0.353, 0.373, 0.425, 0.345, 0.309, 0.297, 0.872, -0.671],
  "total_charge": 1,
  "homo_ev": -14.2,
  "gap_ha": 0.1995,
  "total_energy_ha": -404.7104
}

---

No. 6
{
  "formula": "C5H16NO2",
  "method": "ωB97M-V/def2-TZVPD",
  "elements": ["C", "O", "C", "C", "C", "C", "N", "H", "H", "H", "H", "H", "H", "H", "H", "H", "H", "H", "H", "H", "H", "H", "H", "O"],
  "positions_angstrom": [[0.2389, 2.1827, -1.1909], [-0.1954, -0.6477, 3.4302], [-0.0357, 0.6627, -1.2505], [0.8993, -0.2968, -0.3927], [0.2240, -1.4286, 0.3652], [-0.3630, -2.3384, -0.7383], [-0.1604, 0.0818, -2.4432], [-0.4517, 2.8050, -1.7336], [1.2146, 2.3261, -1.6638], [0.2888, 2.5322, -0.1926], [-1.0833, 0.5983, -0.7880], [1.2530, 0.4444, 0.6119], [1.7793, -0.4438, -1.0010], [-0.5293, -0.9472, 0.9584], [0.9693, -1.8871, 1.0200], [0.3494, -2.4016, -1.5672], [-1.1671, -1.8060, -1.2428], [-0.6003, -3.3601, -0.4560], [-0.6837, -0.7925, 4.2475], [-0.1570, 0.7640, -3.2435], [-0.6216, 0.0526, 2.9404], [-1.6642, 1.8748, 1.5247], [1.5643, 0.9176, 1.1487], [-1.0684, 1.1075, 1.6570]],
  "mulliken_spin": [0.087, 0.028, 0.000, -0.061, -0.011, -0.001, -0.094, 0.001, 0.003, -0.002, 0.039, -0.022, 0.007, 0.002, 0.000, -0.004, 0.003, -0.001, 0.000, 0.020, 0.003, -0.021, 0.019, 1.006],
  "multiplicity": 2,
  "total_charge": 2,
  "homo_ev": [-17.7, -17.6],
  "gap_ha": [0.1524, 0.1408],
  "total_energy_ha": -404.2449
}

---

No. 7
{
  "formula": "C5H16NO5",
  "method": "ωB97M-V/def2-TZVPD",
  "elements": ["O", "C", "C", "C", "C", "C", "O", "N", "H", "H", "H", "H", "H", "H", "H", "H", "H", "H", "H", "H", "O", "H", "H", "O", "H", "H", "O"],
  "positions_angstrom": [[2.4902, -0.3507, 2.6407], [1.3328, -0.9213, 2.6701], [0.5129, -0.8940, 1.3339], [1.2406, -0.2497, 0.1512], [1.4139, 1.2596, 0.2718], [1.1828, 1.9580, -1.1323], [-0.0396, 1.8797, -1.7563], [0.0158, -2.3118, 1.1794], [1.0012, -1.3562, 3.5767], [-0.4072, -0.3499, 1.5809], [0.7634, -0.5130, -0.8426], [2.2885, -0.7274, 0.1116], [2.3008, 1.7377, 0.6433], [0.5629, 1.6578, 0.8723], [2.0155, 1.4957, -1.7624], [1.3176, 3.0069, -0.8160], [0.3070, -2.7663, 0.2134], [-0.9964, -2.2737, 0.9536], [-3.0475, 0.7687, -0.0146], [-2.1399, 1.9032, -0.3717], [-3.0943, 1.7030, -0.2266], [-0.1922, 0.9282, -2.1277], [-0.8657, -0.6089, -3.2887], [-0.6266, -0.5477, -2.3732], [-1.6958, -1.1862, -1.7255], [-3.1673, -1.0302, -1.7985], [-2.6209, -1.5375, -1.1845]],
  "mulliken_spin": [0.268, 0.614, -0.149, 0.085, 0.042, 0.018, -0.015, 0.449, -0.015, -0.078, -0.072, 0.036, -0.021, 0.004, 0.002, -0.007, -0.049, -0.089, -0.002, 0.007, 0.020, 0.019, 0.012, -0.054, 0.034, 0.009, -0.070],
  "multiplicity": 2,
  "total_charge": -2,
  "homo_ev": [3.5, -0.1],
  "gap_ha": [0.0957, 0.2248],
  "total_energy_ha": -630.9292
}

---

No. 8
{
  "formula": "C5H16O2",
  "method": "ωB97M-V/def2-TZVPD",
  "elements": ["C", "C", "C", "C", "C", "H", "H", "H", "H", "H", "H", "H", "H", "H", "H", "H", "H", "O", "H", "H", "O", "H", "H"],
  "positions_angstrom": [[-1.4791, 0.6118, 2.1368], [-1.9364, 0.4939, 0.6822], [-0.9920, -0.3511, -0.1953], [0.4257, 0.2424, -0.3781], [0.3978, 1.5596, -1.1824], [-2.2052, 1.2043, 2.7434], [-0.4797, 1.0945, 2.2445], [-1.3770, -0.3701, 2.6524], [-2.0351, 1.5065, 0.2316], [-2.8995, 0.0390, 0.6517], [-0.9096, -1.3553, 0.2657], [-1.4977, -0.5176, -1.2470], [0.9230, 0.3969, 0.5659], [1.0564, -0.5526, -0.9218], [1.4462, 1.8952, -1.4195], [-0.0624, 1.3821, -2.1482], [-0.1457, 2.3305, -0.6447], [2.3191, -1.9487, 1.4215], [2.8744, -1.7235, 2.1709], [1.4358, -1.7629, 1.7983], [1.7361, -1.3970, -3.5572], [1.3155, -0.7260, -2.9590], [2.0893, -2.0519, -2.9118]],
  "mulliken_charge": [-1.046, -0.422, -0.486, 0.029, -1.360, 0.331, 0.263, 0.261, 0.268, 0.333, 0.310, 0.243, 0.280, -0.136, 0.344, 0.359, 0.398, -0.629, 0.318, 0.300, -0.677, 0.394, 0.324],
  "homo_ev": -11.2,
  "smiles": "CCCCC.O.O",
  "gap_ha": 0.4351,
  "total_energy_ha": -350.5620
}

---

No. 9
{
  "formula": "C5H16O3",
  "method": "ωB97M-V/def2-TZVPD",
  "elements": ["C", "C", "C", "C", "C", "H", "H", "H", "H", "H", "H", "H", "H", "H", "H", "H", "H", "O", "H", "H", "O", "H", "H", "O"],
  "positions_angstrom": [[0.2846, 0.8796, -1.9400], [1.3892, -0.1215, -1.5216], [0.9526, -1.4950, -1.1578], [1.0474, -2.4836, -2.0513], [0.3215, -1.8067, 0.1461], [-0.2042, 1.4371, -1.0796], [0.6605, 1.8868, -2.0209], [-0.3829, 0.3613, -2.5438], [2.0855, -0.1192, -2.3985], [1.8520, 0.1911, -0.5730], [0.5439, -3.4354, -2.1155], [1.5932, -2.2123, -2.9508], [0.3788, -2.8408, 0.3733], [0.9662, -1.4144, 0.9541], [-0.7318, -1.4611, 0.4031], [-1.6859, -0.7695, 0.7686], [-2.1702, 0.6175, 0.3226], [-1.6480, 0.1938, 1.0288], [-0.4942, 3.6126, 2.3890], [0.8240, 2.7975, 1.8072], [-0.0812, 2.7782, 2.1287], [-2.5804, 1.4483, 3.3143], [-1.1222, 0.9177, 3.0236], [-1.7982, 1.0382, 3.6935]],
  "mulliken_spin": [0.893, 0.394, -0.332, -0.162, 0.741, -0.212, -0.706, 0.156, -0.022, -0.003, -0.013, 0.036, -0.004, -0.057, -0.353, 0.291, -0.038, -0.035, -0.233, -0.177, 0.704, -0.014, 0.029, 0.117],
  "multiplicity": 2,
  "total_charge": -1,
  "homo_ev": [0.9, -6.4],
  "gap_ha": [0.0957, 0.3589],
  "total_energy_ha": -425.6788
}

---

No. 10
{
  "formula": "C5H17N2O",
  "method": "ωB97M-V/def2-TZVPD",
  "elements": ["N", "C", "C", "C", "C", "C", "N", "H", "H", "H", "H", "H", "H", "H", "H", "H", "H", "H", "H", "H", "H", "H", "H", "H", "O"],
  "positions_angstrom": [[0.5972, 1.3719, -0.5386], [-0.1006, 0.0297, -0.5714], [-0.2630, -0.6264, 0.8510], [1.1249, -1.0617, 1.3840], [1.8395, -1.9598, 0.3902], [-1.4087, 0.1405, -1.3546], [-1.2654, 0.3444, -2.7830], [1.5121, 1.1881, -0.1292], [0.6296, 1.9838, -1.3572], [0.0049, 1.8793, 0.1355], [0.5445, -0.6875, -1.1353], [-0.7737, -1.5715, 0.6206], [-0.9973, -0.1322, 1.5177], [0.9808, -1.6122, 2.3717], [1.5285, -0.0798, 1.7309], [1.0857, -2.5770, -0.1146], [2.3627, -2.6737, 1.0630], [2.5778, -1.4195, -0.2114], [-1.8991, -0.8272, -1.0710], [-2.0448, 0.9013, -0.9447], [-0.7982, -0.3707, -3.3219], [-2.1871, 0.4879, -3.1690], [-1.2024, 2.9852, 1.6637], [-1.1230, 2.0358, 2.9140], [-0.7248, 2.2514, 2.0598]],
  "mulliken_charge": [-0.080, 0.008, -1.000, -0.534, -1.183, -0.739, -0.560, 0.403, 0.432, 0.204, 0.315, 0.484, 0.337, 0.374, 0.394, 0.346, 0.383, 0.266, 0.306, 0.411, 0.209, 0.246, 0.308, 0.307, -0.638],
  "total_charge": 1,
  "homo_ev": -13.2,
  "gap_ha": 0.3733,
  "total_energy_ha": -385.1984
}

---

What did the fourth record say?
{
  "formula": "C5H16NO2",
  "method": "ωB97M-V/def2-TZVPD",
  "elements": ["C", "C", "N", "C", "C", "C", "H", "H", "H", "H", "H", "H", "H", "H", "H", "H", "H", "H", "H", "H", "O", "H", "H", "O"],
  "positions_angstrom": [[-0.6257, 1.8503, -1.6691], [-0.9262, 0.5638, -0.8980], [-0.0510, -0.5650, -1.3244], [1.0486, -0.7638, -0.2451], [0.8993, 0.4361, 0.6684], [-0.6000, 0.7709, 0.5640], [-0.5146, 1.5985, -2.7316], [0.3287, 2.2865, -1.3915], [-1.4902, 2.5035, -1.6584], [-1.9681, 0.3138, -1.0305], [0.4629, -0.4496, -2.1945], [-0.5234, -1.4756, -1.4191], [0.7224, -1.6475, 0.2932], [1.9948, -0.8505, -0.7594], [1.1697, 0.2421, 1.7085], [1.5381, 1.2820, 0.4127], [-0.7896, 1.7874, 0.9012], [-1.1313, 0.1497, 1.2893], [-1.5102, -3.7319, -1.4755], [-1.6162, -3.3413, -0.0118], [-1.4634, -2.9674, -0.8884], [1.7380, -0.1093, 3.9775], [1.6308, 1.3518, 4.3239], [1.6764, 0.7654, 3.5588]],
  "mulliken_charge": [-1.387, 0.187, -0.026, -0.577, -0.087, -0.787, 0.398, 0.344, 0.377, 0.303, 0.413, 0.255, 0.272, 0.371, 0.002, 0.300, 0.387, 0.319, 0.310, 0.299, -0.646, 0.305, 0.296, -0.629],
  "total_charge": 1,
  "homo_ev": -14.7,
  "gap_ha": 0.4353,
  "total_energy_ha": -405.1174
}

---

Question: What is the formula in the first record?
Answer: C5H16NO